[1]
This record from the OMol25 dataset describes C8H21ClIO4P2Yb as an isolated structure at a distorted geometry. The level of theory is ωB97M-V/def2-TZVPD.

The orbital gap (spin up / spin down) comes out at 0.2237 / 0.1659 hartree. As for the net charge: +2. As for the spin multiplicity: 2. As for the HOMO energy (spin up / spin down): -14.9 / -14.9 eV. Its expectation value of S² is 0.7510. Its LUMO energy (spin up / spin down) is -8.831 / -10.403 eV.

Last column: Mulliken charge in e.
Cartesian coordinates (Å):
1 C 2.232621 -1.635836 -0.949707  -0.72
2 I 3.047580 1.073520 -0.839032  -0.03
3 H 1.179472 -1.329996 -1.141006  -0.02
4 H 2.167222 -2.691688 -0.635692  0.35
5 H 2.805727 -1.534734 -1.879789  0.46
6 Yb -1.927166 1.013420 -0.080934  0.73
7 P -0.397695 0.371757 -2.824212  0.90
8 C 0.786063 1.025752 -4.072986  -1.31
9 C -1.036699 -0.926965 -3.973910  -1.17
10 H -2.667914 1.303662 -2.633544  0.45
11 H -1.860449 1.837651 -4.132789  0.34
12 H -1.365796 2.581124 -2.597431  0.46
13 C -1.711932 1.646277 -3.062543  -1.39
14 H -1.975219 -1.328776 -3.585259  0.31
15 H -1.156668 -0.541153 -4.994167  0.42
16 H 0.295412 1.055951 -5.056722  0.46
17 H 1.646475 0.347773 -4.113017  0.34
18 H -0.278643 -1.718042 -3.977509  0.39
19 H 1.128900 2.025173 -3.790864  0.39
20 C 2.815792 -0.816757 0.137525  0.48
21 O 3.125130 -1.037370 1.278091  -0.45
22 Cl -2.635379 -1.221681 -0.716686  -0.32
23 C 0.441419 -2.174385 3.758526  -0.65
24 O -0.493585 -1.283148 3.131853  -0.38
25 P -0.175697 -0.363392 1.822562  0.64
26 O -1.603328 0.643804 2.035895  0.07
27 C -2.278785 0.894585 3.314702  -0.53
28 O 1.036302 0.617950 2.287148  -0.11
29 C 1.034534 1.452077 3.456139  -0.67
30 H 1.453712 -2.104099 3.316318  0.29
31 H 0.078968 -3.207726 3.641241  0.28
32 H 0.489216 -1.933194 4.831784  0.28
33 H -2.786969 1.847625 3.154405  0.32
34 H -3.022018 0.118784 3.507009  0.29
35 H -1.578131 0.985951 4.145940  0.23
36 H 0.451809 2.365505 3.275126  0.26
37 H 0.652772 0.914966 4.339772  0.32
38 H 2.082939 1.725628 3.623766  0.26

Atomic forces in eV per Å
C -0.959 -2.081 0.231
I 0.305 1.417 0.322
H 0.700 0.145 0.127
H 0.232 0.228 -0.187
H -0.150 -0.067 0.395
Yb 0.765 -2.416 -1.506
P -0.595 0.231 -1.242
C 0.558 0.319 0.654
C -0.060 -0.427 0.965
H -0.207 0.096 -0.173
H -0.272 0.086 0.299
H -0.185 0.155 -0.104
C 0.162 0.081 0.303
H 0.111 -0.132 -0.230
H -0.019 0.035 0.401
H 0.101 0.014 0.409
H -0.096 0.237 -0.065
H -0.257 -0.038 -0.131
H 0.127 -0.153 -0.131
C 0.684 0.053 1.253
O -0.806 0.155 -2.185
Cl -0.025 1.427 0.496
C 0.973 -0.973 0.337
O -0.378 1.361 -1.810
P 1.163 0.360 2.720
O 0.433 -0.095 -0.228
C -0.689 0.491 0.213
O -1.726 -0.904 -1.002
C 0.408 0.184 0.711
H -0.511 0.113 0.203
H 0.058 0.498 0.004
H -0.076 0.030 -0.500
H 0.013 -0.061 0.301
H 0.309 -0.038 -0.109
H -0.015 -0.142 -0.379
H 0.108 -0.287 0.002
H 0.175 0.165 -0.368
H -0.360 -0.066 0.004

[2]
This record from the OMol25 dataset describes one molecule with the formula C4H7NO. The level of theory is ωB97M-V/def2-TZVPD.

The orbital gap comes out at 0.3847 hartree. The relative energy (zero: lowest compared OMol25 entry of this formula, charge and spin) comes out at 2.607 eV. As for the HOMO energy: -9.4 eV. As for the SMILES: O[C@H]1C[C@H]2N[C@@H]12. Its LUMO energy is 1.039 eV.

Last column: Mulliken charge in e.
Cartesian coordinates (Å):
1 O -1.690122 0.228273 -1.195399  -0.55
2 C -0.342047 0.458377 -0.921788  -0.23
3 C 0.035064 1.162837 0.430700  -0.60
4 C 0.783514 -0.102709 0.824377  -0.16
5 N -0.211625 -1.187847 0.771971  -0.59
6 C 0.468531 -0.757975 -0.463392  -0.24
7 H -1.984552 -0.394118 -0.512121  0.36
8 H 0.084808 0.968891 -1.788119  0.39
9 H -0.808700 1.429266 1.073324  0.26
10 H 0.686173 2.029283 0.283743  0.27
11 H 1.674862 -0.197122 1.435742  0.41
12 H 0.230694 -2.047107 1.093062  0.24
13 H 1.039353 -1.463896 -1.058057  0.44

Atomic forces in eV per Å
O -0.148 -0.168 0.110
C 0.283 0.109 -0.094
C -0.051 0.112 0.077
C 0.231 0.135 0.200
N -0.013 -0.155 0.109
C 0.083 -0.129 -0.312
H -0.048 0.107 -0.068
H -0.010 -0.070 0.130
H 0.103 -0.039 -0.081
H -0.107 -0.132 -0.004
H -0.158 0.012 -0.097
H -0.068 0.100 -0.051
H -0.096 0.118 0.082

- What is the formula in the second record?
  C4H7NO